{
  "formula": "C6H5N",
  "method": "ωB97M-V/def2-TZVPD",
  "symbols": ["C", "C", "C", "C", "N", "C", "C", "H", "H", "H", "H", "H"],
  "xyz": [[-0.347, -1.427, -0.488], [-0.451, -1.264, 0.808], [-0.449, -0.285, 1.668], [-0.293, 0.970, 0.882], [0.639, 0.953, -0.251], [0.813, 0.278, -1.324], [0.089, -1.047, -1.650], [-0.556, -0.165, 2.803], [-1.335, 1.309, 0.565], [0.135, 1.779, 1.633], [1.571, 0.408, -2.096], [0.182, -1.510, -2.551]],
  "forces_ev_per_a": [[-0.603, -1.024, 3.519], [-0.191, -1.787, -2.742], [0.024, 0.477, 1.509], [0.334, 2.935, 0.710], [1.431, 0.665, -1.373], [-2.266, -1.167, 1.314], [0.233, 2.570, 2.080], [0.076, -0.805, -1.887], [1.230, -0.254, 0.187], [-0.961, -1.190, -1.651], [0.466, 0.943, 0.534], [0.225, -1.364, -2.200]],
  "smiles": "C1=C=CCN=CC=1",
  "spin_multiplicity": 1,
  "homo_lumo_gap_ev": [8.22, 8.22],
  "homo_energy_ev": [-8.43, -8.42],
  "fmax_ev_per_a": 3.71,
  "e_lumo_ev": [-0.2, -0.2]
}



{
  "formula": "C7H14O2P",
  "method": "ωB97M-V/def2-TZVPD",
  "symbols": ["C", "P", "O", "C", "C", "C", "C", "C", "C", "O", "H", "H", "H", "H", "H", "H", "H", "H", "H", "H", "H", "H", "H", "H"],
  "xyz": [[-2.869, -1.429, -0.913], [-2.335, -0.077, -0.012], [-3.408, 0.777, 0.480], [-1.027, -0.466, 1.285], [0.309, -0.771, 0.797], [1.008, 0.268, 0.043], [1.291, 1.525, 0.984], [2.334, -0.370, -0.562], [0.313, 0.831, -1.249], [-0.955, 1.268, -0.956], [-3.895, -1.157, -1.231], [-2.117, -2.156, -1.427], [-1.476, -1.408, 1.589], [-1.026, 0.342, 2.036], [1.017, -1.157, 1.693], [0.098, -1.498, 0.102], [1.423, 1.143, 2.036], [0.345, 1.858, 0.868], [1.922, 2.307, 0.547], [2.741, 0.206, -1.356], [1.948, -1.170, -1.181], [3.101, -0.621, 0.123], [0.812, 1.724, -1.603], [0.447, 0.030, -2.091]],
  "forces_ev_per_a": [[1.805, 0.156, 0.085], [2.616, -0.747, -1.565], [-0.933, 1.464, 0.718], [-2.468, 0.931, 0.220], [1.767, -0.294, 2.038], [4.482, 2.354, -1.624], [1.269, -2.857, -0.386], [-2.315, 0.400, -0.168], [-0.852, -1.497, 0.661], [-2.189, -1.336, 0.490], [0.802, -0.717, -0.374], [-1.783, 1.461, 0.748], [-0.049, 0.069, 1.015], [-0.472, -0.456, -0.128], [-1.450, 0.543, -2.007], [0.331, -2.640, -1.498], [0.483, 0.901, -0.946], [-3.292, 2.032, 0.572], [0.443, -0.557, 0.483], [0.603, 1.380, -0.375], [0.259, -1.126, 0.404], [0.619, -0.584, 0.795], [0.955, 0.211, -0.159], [-0.633, 0.909, 1.003]],
  "smiles": "C=[P@@]1([O-])CCC(C)(C)CO1",
  "spin_multiplicity": 1,
  "homo_lumo_gap_ev": 6.80,
  "homo_energy_ev": -3.35,
  "fmax_ev_per_a": 5.32,
  "e_lumo_ev": 3.4,
  "total_charge": -1
}



{
  "formula": "C3H22N2O9",
  "method": "ωB97M-V/def2-TZVPD",
  "symbols": ["C", "C", "N", "C", "N", "H", "H", "H", "H", "O", "H", "H", "O", "H", "H", "O", "H", "H", "O", "H", "H", "O", "H", "H", "O", "H", "H", "O", "H", "H", "O", "H", "H", "O", "H", "H"],
  "xyz": [[-0.920, 2.814, 1.237], [-2.004, 2.182, 1.744], [-1.627, 1.650, 2.943], [-0.307, 1.961, 3.108], [0.143, 2.623, 2.093], [-0.824, 3.465, 0.389], [-2.966, 1.932, 1.340], [-2.205, 1.272, 3.671], [0.233, 1.637, 3.984], [1.269, -2.261, -2.803], [0.880, -2.086, -1.946], [1.254, -3.189, -3.039], [-0.064, -2.364, 0.892], [0.015, -3.315, 0.680], [-0.903, -2.231, 1.345], [2.908, 2.029, -0.543], [3.423, 1.313, -0.942], [2.473, 1.650, 0.225], [0.142, -0.007, -0.437], [-0.091, 0.525, 0.336], [0.060, -0.951, -0.199], [3.028, -0.543, -1.297], [3.291, -0.581, -2.218], [2.083, -0.407, -1.192], [-2.656, -1.938, -0.397], [-3.056, -1.803, -1.267], [-3.135, -1.254, 0.086], [-2.311, 0.978, -1.153], [-2.232, 1.919, -1.308], [-1.451, 0.527, -1.029], [1.407, -4.370, -0.037], [0.968, -4.996, 0.552], [2.063, -3.990, 0.561], [0.317, 2.754, -2.144], [0.594, 3.226, -1.350], [0.202, 1.832, -1.885]],
  "forces_ev_per_a": [[0.473, -0.116, 0.465], [-1.055, -0.297, -0.072], [0.736, 0.015, 0.321], [-0.477, -0.453, 0.303], [0.727, 0.695, -0.224], [-0.081, -0.224, -0.318], [-0.192, 0.389, -0.118], [-0.225, -0.180, -0.183], [0.145, 0.109, -0.066], [0.267, 0.706, -0.798], [-0.109, -0.733, 0.080], [-0.265, -0.166, 0.562], [-0.004, -0.281, 0.403], [-0.024, 0.821, -0.183], [-0.041, -0.140, -0.244], [0.137, 0.736, 0.038], [-0.383, -0.111, 0.299], [0.120, -0.117, 0.036], [0.213, 0.107, -0.524], [0.234, -0.175, 0.188], [-0.212, 0.115, 0.561], [1.027, -0.263, 0.678], [-0.667, -0.189, -0.194], [-0.177, 0.256, -0.512], [-0.580, 0.242, -0.085], [0.337, -0.229, -0.156], [0.189, 0.090, 0.219], [-0.828, -0.744, 0.100], [0.631, -0.021, -0.140], [-0.204, 0.702, -0.255], [-0.033, -0.312, 0.505], [0.038, -0.443, -0.253], [0.192, 0.244, -0.315], [-0.555, 0.169, -0.122], [0.337, -0.309, -0.097], [0.308, 0.108, 0.101]],
  "smiles": "c1c[nH]cn1.O.O.O.O.O.O.O.O.O",
  "spin_multiplicity": 1,
  "homo_lumo_gap_ev": 9.33,
  "homo_energy_ev": -9.39,
  "fmax_ev_per_a": 1.26,
  "e_lumo_ev": -0.1
}



{
  "formula": "C7H6O3S",
  "method": "ωB97M-V/def2-TZVPD",
  "symbols": ["C", "C", "C", "C", "C", "C", "C", "O", "O", "O", "S", "H", "H", "H", "H", "H", "H"],
  "xyz": [[2.268, 0.850, -1.008], [1.286, 1.537, -0.338], [1.787, -0.490, -0.440], [0.939, 0.331, 0.624], [0.309, -1.101, -0.819], [-0.425, -0.144, 0.074], [-2.021, -0.818, 1.401], [-2.102, 1.757, 0.422], [1.955, -0.555, 0.921], [0.267, 2.322, -0.639], [-1.212, 1.322, -0.614], [3.007, 0.846, -1.734], [0.138, -1.278, -1.807], [0.353, -2.112, -0.498], [-2.516, -1.385, 0.628], [-2.513, 0.171, 1.546], [-1.520, -1.254, 2.280]],
  "forces_ev_per_a": [[-0.951, -1.685, 1.126], [-0.037, -1.342, 1.082], [-0.176, 0.688, -1.889], [-3.432, 2.293, -0.234], [2.281, -0.468, 2.268], [2.109, 1.887, -0.569], [-1.031, 0.642, 1.453], [-0.518, 1.957, 1.249], [-0.542, -0.084, 0.443], [2.644, 0.944, 0.713], [-0.757, -3.714, -1.598], [0.790, 0.959, -1.555], [-0.814, 0.722, -3.089], [-0.196, -1.027, 1.094], [0.223, -0.587, 0.155], [0.774, -1.094, 0.095], [-0.366, -0.089, -0.743]],
  "spin_multiplicity": 3,
  "homo_lumo_gap_ev": [4.95, 5.77],
  "homo_energy_ev": [-5.25, -8.86],
  "fmax_ev_per_a": 4.13,
  "s2": 2.015,
  "e_lumo_ev": [-0.3, -3.1]
}



Summary of ΔE to the lowest compared entry with this formula, charge and spin in kcal/mol
101.18 51.15 0.00 210.30
(order as listed above)